Entry a
Computed, not measured: 2 unconnected molecules or ions with the total composition C2H5NS, with wB97M-V/def2-TZVPD.

Positions of all 9 atoms, in Å:
C: -0.889 0.155 -0.612
C: 1.590 -0.543 0.205
N: -1.582 1.090 0.156
S: -2.255 -0.560 0.154
H: -0.775 0.257 -1.677
H: 1.937 -0.860 -0.753
H: 1.240 -1.281 0.897
H: 1.880 0.416 0.581
H: -1.145 1.326 1.048

As for the lowest unoccupied orbital energy (spin up / spin down): 0.030 / 0.246 eV.

***

Entry b
Computed, not measured: a single C2H5NS molecule, with wB97M-V/def2-TZVPD.

Positions of all 9 atoms, in Å:
H: 1.728 -1.978 -0.180
N: 0.771 -1.737 0.091
S: 0.733 -0.048 -0.003
C: 1.430 1.556 0.135
C: -1.084 0.023 0.067
H: 0.733 2.275 -0.288
H: -1.371 1.067 -0.246
H: -1.397 -0.338 1.032
H: -1.544 -0.820 -0.608

As for the lowest unoccupied orbital energy (spin up / spin down): -0.373 / -0.375 eV.

***

Name the least stable of them. entry b.

***

Entry a
Computed, not measured: a gas-phase ion, C4H9NOS (charge +1), with wB97M-V/def2-TZVPD.

Positions of all 16 atoms, in Å:
O: 1.050 -1.184 2.280
C: 1.049 -1.764 1.224
N: 0.257 -1.391 0.091
C: -0.083 0.007 -0.050
C: -1.450 0.330 -0.358
S: -2.179 2.024 0.301
C: 0.970 0.521 -0.958
H: 1.310 -2.872 1.226
H: -0.198 -2.002 -0.532
H: 0.163 0.539 0.906
H: -2.299 -0.282 -0.130
H: -1.475 0.819 -1.317
H: -1.168 2.858 0.699
H: 1.474 -0.028 -1.719
H: 0.704 1.600 -1.324
H: 1.874 0.827 -0.338

Its multiplicity is 2. Its charge is +1. As for the lowest unoccupied orbital energy (spin up / spin down): -4.725 / -9.058 eV.

***

Entry b
Computed, not measured: a gas-phase ion, C4H9NOS (charge +1), with wB97M-V/def2-TZVPD.

Positions of all 16 atoms, in Å:
C: -1.968 -0.917 -0.207
N: -0.936 -0.197 -0.931
C: 0.025 0.615 -0.290
C: 1.484 0.488 -0.744
S: 2.576 1.307 0.555
C: 0.385 -0.203 1.188
O: 0.466 -1.355 1.292
H: -1.673 -1.939 0.037
H: -2.932 -1.037 -0.697
H: -2.232 -0.395 0.707
H: -0.348 -0.940 -1.315
H: -0.199 1.673 -0.292
H: 1.845 1.006 -1.628
H: 1.874 -0.523 -0.796
H: 1.542 1.960 1.100
H: 0.093 0.458 2.022

Its multiplicity is 2. Its charge is +1. As for the lowest unoccupied orbital energy (spin up / spin down): -4.417 / -9.442 eV.

***

Name the least stable of them. entry b.